--- w ---
26
Properties=species:S:1:pos:R:3:mulliken_charge:R:1 method="wB97M-V/def2-TZVPD" lumo_energy_ha=0.1121 homo_lumo_gap_ev=9.32 e_homo_ha=-0.2303 charge=-1
B 20.080 12.574 20.224 0.493
H 19.424 13.329 20.892 -0.288
H 19.304 12.066 19.384 -0.104
H 20.954 13.192 19.580 -0.321
H 20.619 11.669 20.874 -0.241
O 19.856 12.822 16.705 -0.693
H 19.790 12.605 17.606 0.166
H 19.711 13.753 16.716 0.373
O 19.423 15.232 17.720 -0.757
H 18.555 15.275 18.076 0.319
H 19.929 14.898 18.440 0.311
O 16.506 13.089 20.057 -0.659
H 16.172 13.214 20.908 0.276
H 17.437 13.024 20.065 0.362
O 19.302 8.991 19.674 -0.675
H 19.039 9.451 20.451 0.371
H 18.478 8.771 19.285 0.307
O 17.848 10.687 21.684 -0.681
H 18.588 11.288 21.475 0.200
H 17.322 11.281 22.225 0.291
O 22.183 10.906 17.801 -0.719
H 22.601 11.695 17.462 0.326
H 21.724 11.207 18.570 0.290
O 19.773 9.902 17.127 -0.696
H 20.576 10.451 17.226 0.359
H 19.661 9.460 17.945 0.390


--- x ---
26
Properties=species:S:1:pos:R:3:mulliken_charge:R:1 method="wB97M-V/def2-TZVPD" lumo_energy_ha=0.1047 homo_lumo_gap_ev=9.13 e_homo_ha=-0.2309 charge=-1
B 0.144 -0.364 -0.238 0.768
H 0.423 -1.642 -0.082 -0.239
H -0.822 -0.230 -0.961 -0.113
H 0.179 0.054 0.972 -0.524
H 0.998 0.200 -0.642 -0.421
O -0.256 2.948 0.154 -0.558
H 0.321 3.434 0.539 0.269
H 0.435 2.215 0.238 0.315
O -0.188 -1.861 -2.956 -0.668
H 0.415 -1.499 -3.525 0.270
H -0.044 -1.703 -1.976 0.373
O -3.334 -0.348 -0.634 -0.746
H -3.410 -0.234 0.352 0.279
H -2.421 -0.299 -0.740 0.144
O -0.414 -0.157 3.770 -0.722
H -0.421 0.913 3.937 0.324
H -0.283 -0.429 2.775 0.306
O -0.975 -3.440 1.663 -0.724
H -1.481 -4.040 0.985 0.307
H -0.461 -2.648 1.107 0.338
O 0.754 1.705 -3.042 -0.645
H 1.103 1.448 -2.068 0.384
H 1.613 1.881 -3.548 0.294
O 2.526 1.719 1.271 -0.589
H 3.333 1.542 1.651 0.265
H 2.265 0.835 0.998 0.312


Preferred: w; penalty for the next structure: 257.2 kJ/mol.


--- w ---
6
Properties=species:S:1:pos:R:3:mulliken_charge:R:1 method="wB97M-V/def2-TZVPD" lumo_energy_ha=0.1837 homo_lumo_gap_ev=7.35 e_homo_ha=-0.0863 charge=-1 smiles=[O-]CO
O 1.020 0.062 1.003 -0.789
C 0.356 -0.169 -0.078 -0.228
O -0.865 0.704 -0.330 -0.488
H 0.961 -0.027 -1.017 0.103
H -0.175 -1.192 -0.096 0.152
H -1.296 0.622 0.518 0.250


--- x ---
6
Properties=species:S:1:pos:R:3:mulliken_charge:R:1 method="wB97M-V/def2-TZVPD" lumo_energy_ha=0.1853 homo_lumo_gap_ev=7.72 e_homo_ha=-0.0985 charge=-1 smiles=[O-]CO
O 0.142 -0.952 -1.101 -0.747
C -0.384 -0.190 -0.188 -0.107
O 0.677 0.215 1.006 -0.581
H -0.764 0.908 -0.701 0.106
H -1.115 -0.557 0.503 0.097
H 1.444 0.576 0.481 0.231


Preferred: w; penalty for the next structure: 34.7 kJ/mol.


--- w ---
18
Properties=species:S:1:pos:R:3:mulliken_charge:R:1 method="wB97M-V/def2-TZVPD" lumo_energy_ha=0.0312 homo_lumo_gap_ev=10.90 e_homo_ha=-0.3693 smiles=CCOCC.O
C 1.546 -1.141 1.840 -1.138
C 1.346 -0.492 0.493 -0.198
O 0.006 -0.631 0.128 -0.335
C -0.126 -0.243 -1.212 -0.194
C -1.537 -0.426 -1.695 -1.137
H 1.104 -0.567 2.672 0.273
H 2.609 -1.328 2.067 0.349
H 1.026 -2.111 1.767 0.291
H 1.587 0.585 0.581 0.287
H 2.042 -0.933 -0.247 0.308
H 0.225 0.805 -1.270 0.311
H 0.461 -0.835 -1.941 0.297
H -1.885 -1.437 -1.424 0.285
H -1.565 -0.327 -2.793 0.362
H -2.228 0.313 -1.257 0.241
O -1.342 3.235 0.922 -0.655
H -1.104 2.282 0.984 0.331
H -2.165 3.251 0.383 0.322


--- x ---
18
Properties=species:S:1:pos:R:3:mulliken_charge:R:1 method="wB97M-V/def2-TZVPD" lumo_energy_ha=0.0316 homo_lumo_gap_ev=11.01 e_homo_ha=-0.3730 smiles=CCO.CCO
C 2.625 0.178 0.164 -0.773
C 1.644 1.455 0.376 -0.222
O 2.214 2.258 1.378 -0.558
H 1.889 -0.774 0.184 0.174
H 3.195 0.247 -0.703 0.322
H 3.225 0.214 1.230 0.251
H 0.743 1.047 0.804 0.080
H 1.242 1.911 -0.412 0.422
H 3.059 2.599 0.988 0.309
C -3.048 -2.107 -0.469 -0.983
C -2.027 -1.236 -1.221 -0.266
O -1.479 -0.344 -0.242 -0.488
H -2.652 -2.421 0.459 0.365
H -3.969 -1.549 -0.418 0.242
H -3.127 -3.025 -1.009 0.343
H -2.502 -0.777 -2.091 0.265
H -1.107 -1.727 -1.693 0.241
H -1.038 -0.794 0.478 0.275


Preferred: w; penalty for the next structure: 160.5 kJ/mol.